Entry 1:
10
Properties=species:S:1:pos:R:3:forces:R:3:lowdin_charge:R:1 method="wB97M-V/def2-TZVPD" e_lumo_ev="-0.46 / -0.07" largest_force_ev_per_a=1.0 charge=0 de_lowest_kcal_mol=94.2 orbital_gap_ev="7.358 / 7.996"
O 2.1008 0.1468 1.1481 0.08 0.03 -0.12 0.073
C 0.9383 0.2016 0.5451 -0.02 -0.04 0.02 -0.007
C -1.3956 -0.7428 -0.5974 -0.24 0.02 -0.11 -0.056
C -1.2706 0.6196 -0.5190 0.44 0.73 0.21 -0.457
N -0.8395 1.7035 -0.3036 -0.36 -0.87 -0.18 0.096
H 2.8372 0.1671 0.5180 -0.14 0.00 0.07 0.131
H 0.1021 0.1656 1.2160 0.02 -0.02 -0.12 0.075
H 0.8970 0.1861 -0.5286 -0.02 -0.01 0.11 0.068
H -2.0722 -1.2364 0.0947 0.16 0.08 -0.03 0.039
H -1.2975 -1.2111 -1.5732 0.08 0.08 0.15 0.038

=====

Entry 2:
12
Properties=species:S:1:pos:R:3:forces:R:3:lowdin_charge:R:1 method="wB97M-V/def2-TZVPD" smiles="C=NC.N" e_lumo_ev=0.98 largest_force_ev_per_a=2.8 charge=0 de_lowest_kcal_mol=44.9 orbital_gap_ev=9.774
N -0.2202 -1.1051 -2.3601 -0.05 1.50 -0.56 -0.001
H -0.4854 -0.2139 -1.9288 -0.27 -0.48 0.80 0.001
H 0.1344 -0.6314 -3.1994 0.25 -0.95 -0.29 0.015
H -1.1058 -1.5138 -2.6518 0.06 -0.06 0.00 0.009
C -0.4479 0.9890 1.7866 0.49 1.37 -1.71 -0.144
C 1.0982 -0.1854 0.5032 -2.72 0.09 0.72 -0.096
N 0.7212 0.9702 0.8822 2.13 -0.38 1.53 -0.108
H 0.0357 0.9493 2.7588 -0.36 -0.28 0.20 0.076
H -0.8525 1.9965 1.6836 -0.59 -0.23 0.20 0.063
H -1.1757 0.1927 1.6191 -0.09 -0.09 0.09 0.069
H 0.2137 -0.8175 0.3284 0.72 -1.20 0.33 0.045
H 2.0843 -0.6306 0.5780 0.44 0.70 -1.30 0.072

=====

Entry 3:
67
Properties=species:S:1:pos:R:3:forces:R:3:lowdin_charge:R:1 method="wB97M-V/def2-TZVPD" e_lumo_ev="2.32 / 2.26" largest_force_ev_per_a=4.3 s2=3.77 spin_multiplicity=4 charge=-1 de_lowest_kcal_mol=6.4 orbital_gap_ev="6.285 / 6.562"
Re -0.6233 0.4372 -1.0205 -1.73 2.34 0.63 1.080
C -4.0582 -6.1929 2.1692 -0.63 -0.20 0.58 -0.069
C -3.1280 -5.3771 1.3333 0.49 0.54 -0.51 -0.275
C -3.6063 -4.6624 0.2145 0.66 0.22 0.73 -0.033
C -2.7431 -3.8042 -0.4463 0.53 1.27 -1.24 -0.031
C -1.3931 -3.6737 -0.0316 0.43 -0.24 -0.44 -0.245
C -0.8466 -4.4807 0.9583 -1.37 0.25 -0.03 -0.053
C -1.7624 -5.3047 1.6522 0.51 0.69 0.23 -0.037
S -0.1790 -2.5815 -0.8381 -1.64 2.60 -3.05 0.651
O 0.4304 -3.2822 -1.9490 0.48 -0.97 1.16 -0.313
O 0.5872 -1.7932 0.1143 -0.25 -2.09 -0.02 -0.403
N -1.0331 -1.3502 -1.6552 0.80 -3.18 1.10 -0.379
C -1.7354 -1.5607 -2.9086 0.09 0.98 -0.30 -0.151
C -1.9560 -0.1199 -3.5011 0.63 0.76 0.24 -0.572
O -2.5914 0.1514 -4.4901 -0.23 -0.93 -0.21 0.064
O -1.3380 0.8408 -2.8202 -0.77 -1.13 -0.98 -0.283
H -4.6584 -5.6309 2.9108 0.57 0.25 -0.30 0.087
H -3.4486 -6.8939 2.7499 -0.48 -0.26 -0.20 0.073
H -4.8529 -6.6767 1.5720 0.69 -0.19 0.10 0.082
H -4.6691 -4.6806 -0.0199 0.26 -0.11 -0.16 0.116
H -3.0869 -3.1826 -1.3322 0.35 -0.87 1.49 0.117
H 0.2189 -4.3652 1.1906 -0.57 -0.27 0.24 0.119
H -1.3797 -5.7278 2.5791 -0.26 -0.49 -0.23 0.107
H -2.7214 -1.9923 -2.7756 -0.28 0.02 0.03 0.089
H -1.1868 -2.2087 -3.6064 0.06 0.32 0.11 0.121
C 2.1964 1.9741 3.5278 1.24 -0.46 -0.34 -0.259
Si 1.5231 0.3204 2.8643 -0.45 0.37 -2.39 0.292
C 0.0265 -0.4447 3.6555 -0.12 -1.43 0.22 -0.243
C 2.8909 -0.9640 2.4888 -0.01 0.57 -0.61 -0.222
Se 0.5658 1.2034 0.8804 2.07 0.56 3.14 0.327
H 2.8950 1.8529 4.3758 -0.13 0.01 -0.32 0.018
H 1.4392 2.6605 3.8380 -0.80 0.28 0.20 0.007
H 2.7302 2.4973 2.6876 -0.33 -0.65 0.70 0.020
H 0.2775 -1.4148 4.1236 0.14 0.27 0.02 0.019
H -0.7476 -0.7262 2.8847 0.63 0.88 0.82 0.035
H -0.3220 0.1824 4.4710 -0.58 0.15 -0.16 0.019
H 2.5219 -1.9629 2.6878 -0.10 -0.24 0.00 0.008
H 3.7810 -0.8031 3.0801 0.31 0.04 0.43 0.001
H 3.2321 -0.9276 1.4288 -0.51 0.07 0.64 0.031
C -4.6571 0.5842 -0.6233 -0.24 1.79 -1.27 -0.080
O -3.3878 0.1708 -1.1217 -0.47 0.27 0.72 -0.182
C -2.4676 0.1626 -0.0818 0.39 -0.50 -1.00 -0.642
O -2.8244 -0.1017 1.0263 -0.11 0.05 1.03 0.017
H -5.2838 0.7023 -1.5348 0.02 -0.61 0.78 0.097
H -4.5446 1.6405 -0.2486 -0.18 -1.06 0.12 0.092
H -4.9981 -0.0853 0.1528 -0.46 -0.04 -0.02 0.074
S -1.2675 2.9872 -0.7879 -0.78 0.73 -0.16 0.464
C -2.3530 3.4353 0.4627 -0.41 -0.12 0.76 -0.811
N -3.1061 3.7960 1.2904 1.26 -0.56 -1.41 0.019
N 1.1025 1.0167 -2.0275 3.20 1.23 -1.20 0.016
C 2.0287 1.7304 -2.1695 -3.78 -1.98 0.56 -0.238
N 2.7329 2.7923 -2.2437 2.08 1.55 -0.78 -0.072
C 4.2000 2.6476 -2.3410 -0.08 -0.40 1.01 -0.118
C 4.8901 3.4596 -1.2283 -0.74 -0.63 0.10 -0.178
C 4.6224 4.9343 -1.3904 -0.93 0.80 0.93 -0.198
C 3.1852 5.2238 -1.8924 -0.43 0.22 -0.13 -0.169
C 2.2006 4.0734 -1.7199 0.58 -0.35 1.89 -0.131
H 4.5166 2.9093 -3.3380 0.31 0.34 -0.34 0.116
H 4.4111 1.5855 -2.1906 0.07 0.10 -0.13 0.125
H 5.9445 3.2448 -1.1978 0.53 -0.05 -0.23 0.103
H 4.5187 3.1178 -0.2478 -0.13 -0.03 -0.39 0.122
H 5.3110 5.3656 -2.0913 0.48 0.29 -0.30 0.095
H 4.7467 5.4498 -0.4154 0.18 -0.28 -0.53 0.116
H 3.2079 5.5219 -2.9318 0.12 -0.10 -0.50 0.101
H 2.7100 6.0981 -1.4033 0.44 -0.49 0.03 0.122
H 1.2313 4.3205 -2.1200 -0.29 -0.23 -0.31 0.105
H 2.0810 3.8815 -0.6289 -0.31 0.35 -0.55 0.121

=====

Entry 4:
82
Properties=species:S:1:pos:R:3:forces:R:3:lowdin_charge:R:1 method="wB97M-V/def2-TZVPD" e_lumo_ev="-4.79 / -4.69" largest_force_ev_per_a=1.0 s2=1.58 spin_multiplicity=2 charge=+1 orbital_gap_ev="5.284 / 6.036"
Sn 0.9168 0.2322 0.6500 -0.38 -0.53 0.67 1.174
C -2.5227 1.1261 1.7606 0.09 -0.16 -0.04 -0.020
C -2.2837 -0.2750 1.2918 0.01 -0.08 -0.07 -0.309
C -3.1867 -1.3418 1.2725 -0.01 0.10 0.02 0.014
C -2.5107 -2.3927 0.6867 -0.04 0.04 0.07 -0.019
N -1.2710 -1.9850 0.3763 0.05 0.23 0.00 0.047
N -1.1231 -0.6795 0.7537 -0.11 -0.15 -0.08 -0.040
B -0.1896 -2.8178 -0.3862 -0.04 -0.13 0.05 -0.661
N 0.2677 -2.0184 -1.6273 -0.11 0.15 -0.17 0.023
C 0.6063 -2.4386 -2.8596 0.03 0.11 0.13 -0.040
C 1.0082 -1.3430 -3.5968 0.07 0.17 -0.04 0.007
C 0.9067 -0.2496 -2.7238 -0.06 -0.01 0.02 -0.353
C 1.1909 1.2014 -2.9700 0.03 -0.39 0.12 -0.064
N 0.4573 -0.6719 -1.5332 0.30 -0.21 -0.17 -0.016
N 1.0661 -2.9831 0.5116 0.09 0.07 0.23 0.042
C 1.8040 -4.0558 0.8239 -0.06 0.19 0.06 -0.026
C 2.8434 -3.6542 1.6414 0.10 0.01 0.04 0.009
C 2.6973 -2.2769 1.7972 -0.18 0.01 -0.13 -0.324
C 3.5568 -1.3434 2.5890 -0.04 -0.08 -0.24 -0.039
N 1.6133 -1.8711 1.1005 0.09 -0.23 -0.23 -0.037
N -0.8242 -4.1349 -0.7842 0.25 0.14 0.01 -0.025
C -1.6998 -4.3378 -1.8101 0.14 0.20 0.00 -0.091
C -2.2991 -5.5473 -1.6125 -0.15 -0.27 0.05 -0.015
C -1.7429 -6.0378 -0.4014 -0.06 -0.02 0.00 -0.345
C -2.0632 -7.3156 0.3131 0.06 0.14 -0.04 -0.030
N -0.8685 -5.1812 0.0976 -0.10 0.18 -0.30 0.121
H -3.4717 1.1831 2.2919 0.05 -0.02 -0.02 0.093
H -1.7272 1.4709 2.4230 -0.06 -0.01 -0.01 0.055
H -2.5693 1.8055 0.9059 -0.04 -0.03 0.03 0.056
H -4.2036 -1.3370 1.6318 0.09 0.00 -0.04 0.115
H -2.8469 -3.3995 0.4760 0.14 0.14 0.01 0.130
H 0.5392 -3.4836 -3.1337 -0.01 0.19 0.07 0.134
H 1.3346 -1.3292 -4.6272 -0.08 0.00 0.16 0.116
H 0.8789 1.4908 -3.9714 -0.02 0.00 -0.02 0.092
H 0.6580 1.8119 -2.2425 -0.02 -0.01 0.01 0.022
H 2.2591 1.4060 -2.8692 -0.01 0.01 -0.06 0.040
H 1.5309 -5.0366 0.4748 -0.09 0.05 0.00 0.120
H 3.6059 -4.2814 2.0789 -0.10 0.10 -0.04 0.116
H 4.0557 -1.8829 3.3921 -0.03 -0.02 -0.01 0.095
H 4.3217 -0.8946 1.9505 -0.03 -0.01 0.03 0.042
H 2.9653 -0.5399 3.0194 0.00 0.05 0.08 0.037
H -1.8346 -3.6040 -2.5973 0.02 -0.16 0.20 0.127
H -3.0330 -6.0291 -2.2456 0.14 0.08 0.12 0.109
H -2.4217 -8.0699 -0.3852 0.02 -0.01 0.01 0.077
H -1.1821 -7.6947 0.8296 -0.03 0.00 -0.03 0.077
H -2.8417 -7.1504 1.0597 -0.01 -0.02 -0.02 0.079
Se 3.9925 0.0574 -0.9858 0.11 0.12 0.19 -0.063
Te 5.8106 1.5852 -1.2042 -0.17 -0.33 -0.43 0.300
Te 5.9533 2.9382 1.1414 -0.10 0.18 0.43 0.300
Se 3.9297 2.3895 2.2569 0.16 -0.07 -0.09 -0.050
C 0.5801 4.5433 -3.3467 0.10 0.03 -0.03 -0.221
Ge -1.2347 4.4917 -2.6215 -0.02 -0.05 0.04 0.750
C -2.1918 6.0886 -3.1953 -0.09 0.01 -0.18 -0.217
C -2.1183 2.8401 -3.1754 -0.07 -0.01 -0.09 -0.210
C -1.3044 4.5321 -0.6504 0.01 0.07 -0.03 -0.589
Se -0.1414 3.3287 0.3439 0.11 0.00 0.02 0.821
C 1.5623 4.2067 -0.0113 0.02 -0.07 0.00 -0.378
H 0.5038 4.4142 -4.4306 0.05 0.02 0.09 0.033
H 1.2132 3.7451 -2.9519 -0.07 0.22 -0.08 -0.014
H 1.0565 5.5092 -3.1578 -0.03 -0.09 -0.02 0.029
H -2.2289 6.1335 -4.2879 -0.02 0.03 0.13 0.026
H -1.6837 6.9857 -2.8344 -0.05 -0.06 -0.02 0.025
H -3.2176 6.0894 -2.8181 0.10 0.02 -0.03 0.026
H -1.8465 2.5958 -4.2060 -0.05 -0.02 0.10 0.025
H -3.2050 2.9541 -3.1279 0.12 -0.04 0.01 0.026
H -1.8276 2.0053 -2.5312 -0.01 0.04 -0.05 0.008
H -2.3195 4.2572 -0.3576 0.00 0.02 0.05 0.015
H -1.1176 5.5341 -0.2652 -0.02 0.01 0.05 0.024
H 1.4926 4.7437 -0.9525 0.03 -0.02 0.03 0.002
H 2.3378 3.4427 -0.0739 -0.05 0.04 -0.04 -0.025
H 1.7957 4.8919 0.7990 -0.02 0.02 0.00 0.029
C -0.1758 0.8343 5.5383 0.00 -0.06 -0.06 -0.068
C 0.3885 1.9037 4.8540 0.03 0.04 -0.01 -0.067
C 0.7985 1.7481 3.5303 -0.06 -0.24 0.32 -0.198
C 0.6190 0.5143 2.9294 0.24 0.20 -0.94 -0.324
C 0.0694 -0.5705 3.5887 -0.03 0.01 0.30 -0.131
C -0.3310 -0.4010 4.9121 0.09 0.05 -0.04 -0.059
H -0.4876 0.9581 6.5688 0.00 0.00 -0.07 0.109
H 0.5069 2.8671 5.3389 0.01 -0.10 0.01 0.112
H 1.2566 2.5767 3.0071 -0.15 0.05 -0.05 0.024
H -0.0435 -1.5378 3.1057 -0.04 0.14 0.04 0.103
H -0.7592 -1.2396 5.4486 0.01 0.06 0.02 0.111

=====

Entry 5:
56
Properties=species:S:1:pos:R:3:forces:R:3:lowdin_charge:R:1 method="wB97M-V/def2-TZVPD" smiles="CCCCCCCN1CCC(=O)N([C@H](CO)c2ccccc2)CC1" e_lumo_ev=0.76 largest_force_ev_per_a=0.6 charge=0 de_lowest_kcal_mol=25.2 orbital_gap_ev=8.998
C 5.1872 -2.2379 4.5838 -0.18 -0.10 -0.15 -0.120
H 6.2531 -2.4359 4.4913 0.12 -0.01 0.04 0.069
C 4.5084 -2.3095 3.2213 0.21 0.25 0.08 -0.278
H 4.6358 -3.3116 2.8054 -0.08 -0.05 -0.05 0.110
C 5.0901 -1.2849 2.2494 -0.12 -0.32 -0.19 -0.235
C 4.5196 -1.3932 0.8349 -0.10 0.25 0.29 -0.223
C 3.0453 -1.0056 0.7438 0.23 -0.22 -0.36 -0.222
C 2.5426 -1.0188 -0.6970 -0.32 0.13 0.41 -0.183
C 1.0560 -0.6561 -0.7703 0.56 -0.07 -0.11 -0.195
N 0.6098 -0.5928 -2.1507 -0.18 0.18 -0.01 -0.176
C -0.1689 0.5537 -2.5509 -0.11 0.06 -0.14 -0.145
H 0.0525 0.7690 -3.6041 -0.07 0.12 0.04 0.120
C -1.6976 0.3794 -2.4122 0.37 -0.04 -0.24 -0.110
N -2.0517 -0.2936 -1.1839 -0.28 0.23 0.12 -0.002
C -1.8090 -1.6147 -0.9996 -0.07 -0.30 -0.23 -0.472
O -2.0834 -2.1840 0.0418 -0.01 -0.26 0.29 0.049
C -1.2313 -2.3616 -2.1888 0.10 -0.11 0.05 -0.060
H -1.9714 -2.3191 -2.9917 0.00 -0.03 -0.01 0.113
H -1.1421 -3.4039 -1.8806 -0.11 0.11 0.00 0.117
C 0.1450 -1.8428 -2.6963 0.08 0.00 -0.11 -0.162
H 0.1091 -1.7305 -3.7842 0.03 -0.12 0.01 0.121
H 0.9059 -2.5911 -2.4685 -0.06 -0.05 -0.10 0.113
C -2.6812 0.4606 -0.1047 -0.31 0.00 0.16 -0.218
C -1.8524 1.6668 0.2705 -0.02 -0.02 0.10 -0.175
C -0.8196 1.4936 1.1871 -0.10 0.07 -0.02 -0.045
C 0.0078 2.5473 1.5296 0.08 -0.01 0.06 -0.081
C -0.1925 3.7963 0.9661 0.06 0.05 0.02 -0.088
C -1.2307 3.9835 0.0709 0.02 0.10 -0.09 -0.074
C -2.0557 2.9268 -0.2765 0.02 -0.05 0.07 -0.039
H -2.8716 3.1038 -0.9597 -0.13 -0.01 -0.08 0.111
H -1.4025 4.9585 -0.3608 -0.01 0.08 -0.03 0.103
H 0.4514 4.6215 1.2315 0.04 0.07 0.03 0.101
H 0.8070 2.3943 2.2400 0.07 -0.01 0.07 0.103
H -0.6684 0.5220 1.6356 0.01 -0.13 0.03 0.121
C -4.1465 0.7740 -0.4641 0.29 -0.35 -0.16 -0.213
O -4.7994 1.5168 0.5309 -0.14 0.18 0.36 -0.039
H -4.7538 1.0298 1.3614 -0.03 0.04 -0.04 0.099
H -4.6617 -0.1806 -0.6486 0.13 0.11 -0.06 0.132
H -4.2159 1.3742 -1.3740 0.04 -0.08 -0.02 0.115
H -2.6891 -0.2303 0.7497 -0.02 0.19 -0.20 0.145
H -2.1671 1.3623 -2.4214 -0.04 -0.06 -0.08 0.113
H -2.0872 -0.1870 -3.2641 -0.02 0.12 0.02 0.121
H 0.1559 1.4102 -1.9575 -0.02 0.01 -0.03 0.119
H 0.9171 0.3236 -0.3086 -0.05 -0.09 -0.01 0.103
H 0.4826 -1.3849 -0.1833 -0.01 0.07 0.11 0.122
H 3.1070 -0.3035 -1.2977 0.02 0.00 -0.07 0.118
H 2.7009 -2.0092 -1.1271 0.05 -0.07 -0.09 0.109
H 2.9085 -0.0058 1.1632 -0.05 0.07 0.10 0.115
H 2.4433 -1.6994 1.3330 -0.07 0.02 0.11 0.110
H 4.6469 -2.4161 0.4729 0.05 -0.05 -0.08 0.113
H 5.0934 -0.7373 0.1752 0.02 -0.04 -0.09 0.111
H 4.9091 -0.2786 2.6350 0.06 0.09 0.04 0.112
H 6.1727 -1.4280 2.2002 0.05 0.06 0.07 0.109
H 3.4389 -2.1341 3.3469 -0.07 -0.08 -0.04 0.100
H 4.7601 -2.9710 5.2643 0.02 -0.04 0.14 0.066
H 5.0608 -1.2497 5.0211 0.02 0.10 0.09 0.070

=====

Entry 6:
13
Properties=species:S:1:pos:R:3:forces:R:3:lowdin_charge:R:1 method="wB97M-V/def2-TZVPD" smiles=CP(F)NCS e_lumo_ev=0.56 largest_force_ev_per_a=5.1 charge=0 de_lowest_kcal_mol=42.0 orbital_gap_ev=9.025
C 0.5981 1.3978 0.8457 -0.48 -2.22 0.60 -0.620
C -1.0728 -0.8082 -1.6088 0.51 -1.70 0.83 -0.269
N 0.0671 0.0526 1.0870 0.02 2.14 2.13 -0.346
F -0.9615 -2.0682 0.9979 1.08 0.92 -2.13 -0.372
P 0.0629 -1.1439 -0.0724 -1.03 -2.40 0.67 0.873
S 2.3776 1.4827 0.6686 1.67 4.17 1.77 0.746
H 0.3358 1.5443 -0.1312 -1.57 1.63 -2.18 0.010
H 0.2024 2.0188 1.5981 -0.42 1.21 0.37 0.067
H 2.1956 0.3276 0.3703 0.62 -4.84 -1.50 -0.283
H -0.6797 -0.2938 -2.4822 0.40 0.70 0.46 0.020
H -1.0554 -1.8655 -2.0249 -0.33 0.83 0.78 0.038
H -2.0809 -0.5179 -1.3657 -0.38 0.17 -0.02 0.016
H 0.0107 -0.1263 2.1175 -0.09 -0.61 -1.79 0.118